1.
Molecular formula: C15H18N6O3PtS
Method: DFT, wB97M-V/def2-TZVPD

Each line ends with the Mulliken charge.
Element x y z (Å)
1 Pt -0.295 0.275 -0.191  0.59
2 N 0.595 4.371 -0.137  -0.08
3 C 1.803 3.952 -0.643  -0.75
4 C 1.697 2.611 -0.801  -0.25
5 N 0.444 2.205 -0.406  -0.08
6 C -0.203 3.288 -0.002  0.65
7 C -1.559 3.269 0.508  -0.06
8 N -2.167 2.148 0.808  -0.13
9 C -3.433 2.499 1.183  -0.58
10 C -3.592 3.851 1.103  -0.33
11 N -2.385 4.342 0.667  -0.12
12 H 0.367 5.311 0.129  0.18
13 H 2.609 4.634 -0.836  0.44
14 H 2.424 1.902 -1.150  0.49
15 H -4.158 1.758 1.474  0.42
16 H -4.425 4.500 1.305  0.42
17 H -2.189 5.304 0.457  0.18
18 C 3.166 -1.099 -0.975  -1.57
19 C 3.219 -0.760 0.512  1.86
20 C 4.392 -1.464 1.194  -1.72
21 O 3.390 0.647 0.666  -0.72
22 C 1.884 -1.187 1.166  0.31
23 O 1.686 -2.355 1.459  -0.69
24 O 1.061 -0.207 1.409  -0.91
25 H 4.104 -0.788 -1.436  0.39
26 H 2.328 -0.591 -1.459  0.26
27 H 3.045 -2.173 -1.117  0.37
28 H 5.324 -1.178 0.705  0.41
29 H 4.270 -2.544 1.139  0.32
30 H 4.444 -1.172 2.242  0.37
31 H 2.572 0.939 1.100  0.41
32 C -3.460 -4.752 -1.563  -1.19
33 C -2.644 -3.605 -1.054  1.04
34 C -2.022 -3.665 0.192  -1.07
35 C -1.278 -2.573 0.612  0.14
36 N -1.205 -1.520 -0.189  -0.26
37 C -1.857 -1.523 -1.386  0.44
38 S -1.543 0.049 -2.100  -0.49
39 N -2.565 -2.529 -1.846  -0.59
40 H -4.498 -4.635 -1.246  0.26
41 H -3.098 -5.704 -1.180  0.36
42 H -3.444 -4.761 -2.651  0.36
43 H -2.091 -4.551 0.805  0.36
44 H -0.712 -2.523 1.533  0.58

Computed properties:
Energy (eV): -45014.1943
Kohn-Sham gap (Ha): 0.277
Relative energy (zero: lowest compared OMol25 entry of this formula, charge and spin) (eV): 0.141
Net charge: 0
Multiplicity: 1
LUMO (eV): -0.14

---

2.
Molecular formula: C26H70O9
Method: DFT, wB97M-V/def2-TZVPD

Each line ends with the Löwdin spin population.
Element x y z (Å)
1 C -1.549 -3.568 3.307  0.02
2 C -1.897 -4.848 2.625  0.02
3 O -3.261 -4.961 2.801  0.04
4 C -3.667 -6.131 2.180  0.03
5 C -4.994 -6.569 2.831  0.02
6 H -2.052 -3.431 4.264  0.00
7 H -0.465 -3.641 3.400  0.00
8 H -1.939 -2.743 2.711  0.01
9 H -1.581 -4.759 1.586  0.01
10 H -1.319 -5.599 3.163  0.00
11 H -3.868 -5.885 1.137  0.02
12 H -3.040 -7.022 2.208  0.00
13 H -5.749 -5.791 2.716  0.01
14 H -5.034 -6.717 3.910  0.00
15 H -5.240 -7.511 2.341  0.00
16 C -2.564 1.125 3.029  0.04
17 C -2.648 2.451 2.310  0.01
18 C -1.743 3.504 2.892  0.01
19 O -2.506 2.405 0.920  0.01
20 H -2.993 1.228 4.026  0.01
21 H -1.498 1.010 3.230  0.00
22 H -3.067 0.296 2.532  0.02
23 H -3.705 2.716 2.342  0.00
24 H -1.943 4.498 2.492  0.00
25 H -0.679 3.290 2.792  0.00
26 H -1.921 3.615 3.961  0.00
27 H -2.939 1.570 0.728  0.01
28 C -0.341 -0.439 0.083  0.01
29 C 0.599 0.775 0.264  0.00
30 C 1.871 0.152 1.012  0.00
31 O 1.000 1.367 -0.999  0.00
32 H 0.007 -1.181 -0.636  0.01
33 H -1.294 -0.036 -0.262  0.01
34 H -0.630 -0.827 1.059  0.00
35 H 0.147 1.550 0.882  0.00
36 H 2.696 0.841 1.191  0.00
37 H 2.286 -0.667 0.425  0.00
38 H 1.566 -0.304 1.954  0.00
39 H 0.267 1.930 -1.259  0.00
40 C -0.993 5.123 -0.862  0.00
41 C -1.318 4.212 -2.064  0.00
42 C -0.355 4.468 -3.217  0.00
43 O -1.176 2.968 -1.542  0.00
44 H -1.805 5.092 -0.134  0.00
45 H -0.998 6.168 -1.172  0.00
46 H -0.036 4.866 -0.409  0.00
47 H -2.360 4.352 -2.353  0.00
48 H -0.275 5.548 -3.336  0.00
49 H -0.687 3.995 -4.141  0.00
50 H 0.597 3.961 -3.059  0.00
51 H -1.630 3.032 -0.699  0.00
52 C 3.407 3.767 1.219  0.00
53 C 4.912 3.519 1.307  0.00
54 C 5.553 3.901 2.602  0.00
55 O 5.175 2.204 1.032  0.00
56 H 3.084 4.785 1.439  0.00
57 H 2.855 3.241 1.998  0.00
58 H 2.997 3.631 0.218  0.00
59 H 5.365 4.049 0.468  0.00
60 H 6.633 4.023 2.512  0.00
61 H 5.368 3.016 3.212  0.00
62 H 5.051 4.684 3.170  0.00
63 H 4.776 2.067 0.170  0.00
64 C 2.505 -6.613 1.177  0.01
65 C 1.334 -5.554 1.110  0.01
66 C 1.847 -4.075 0.995  0.01
67 O 0.412 -5.812 0.036  0.03
68 H 2.105 -7.626 1.224  0.00
69 H 3.260 -6.378 1.928  0.00
70 H 3.032 -6.514 0.228  0.00
71 H 0.788 -5.663 2.047  0.00
72 H 1.026 -3.372 1.140  0.00
73 H 2.168 -3.940 -0.038  0.00
74 H 2.606 -3.813 1.732  0.00
75 H 0.473 -6.715 -0.284  0.00
76 C -0.408 0.380 -3.967  0.01
77 C 0.513 -0.594 -4.661  0.01
78 C 0.434 -0.377 -6.207  0.00
79 O 1.832 -0.491 -4.207  0.00
80 H -0.232 1.422 -4.232  0.00
81 H -0.284 0.302 -2.887  0.00
82 H -1.448 0.142 -4.193  0.01
83 H 0.112 -1.581 -4.434  0.01
84 H 1.043 -1.195 -6.589  0.00
85 H 0.976 0.519 -6.511  0.00
86 H -0.552 -0.406 -6.670  0.00
87 H 1.797 -0.577 -3.252  0.00
88 C 5.514 1.681 -2.685  0.00
89 C 4.068 1.730 -2.409  0.00
90 O 3.827 1.051 -1.172  0.00
91 H 6.143 2.149 -1.928  0.00
92 H 5.749 2.167 -3.632  0.00
93 H 5.820 0.637 -2.628  0.00
94 H 3.483 1.329 -3.237  0.00
95 H 3.753 2.769 -2.319  0.00
96 H 2.872 0.954 -1.173  0.00
97 C -5.694 1.084 -0.204  0.10
98 C -4.517 0.693 -1.081  0.06
99 O -3.647 -0.116 -0.289  0.17
100 H -5.424 1.636 0.697  0.01
101 H -6.122 0.226 0.313  0.05
102 H -6.550 1.576 -0.666  0.01
103 H -4.002 1.477 -1.636  0.00
104 H -4.928 0.037 -1.849  0.03
105 H -4.140 -0.916 -0.096  0.10

Computed properties:
Energy (eV): -46521.2797
Kohn-Sham gap (alpha / beta) (Ha): 0.069 / 0.359
Relative energy (zero: lowest compared OMol25 entry of this formula, charge and spin) (eV): 0.000
Net charge: -1
Multiplicity: 2
LUMO (alpha / beta) (eV): 2.49 / 2.44